ORCA calculation (wB97M-V/def2-TZVPD) on a 2-piece molecular cluster, C10H16 overall in a non-equilibrium geometry.

Last column: Löwdin charge in e.
Atoms and positions in Å:
C 0.03 3.41 1.67  -0.06
C 0.58 2.03 1.76  -0.28
C 0.86 1.21 0.66  -0.06
C 1.40 -0.04 0.87  -0.11
C 1.73 -0.53 2.12  -0.09
C 1.21 0.15 3.22  -0.08
C 0.75 1.47 3.03  -0.06
H 0.02 3.70 0.62  0.07
H 0.63 4.09 2.29  0.08
H -0.98 3.54 2.06  0.08
H 0.68 1.54 -0.35  0.11
H 1.69 -0.56 -0.05  0.10
H 2.20 -1.48 2.30  0.10
H 1.11 -0.24 4.22  0.10
H 0.61 2.00 3.96  0.11
C -0.54 -1.38 -3.60  -0.13
C -1.48 -1.39 -2.41  -0.32
C -1.48 -2.68 -1.63  -0.13
H -0.16 -2.33 -3.97  0.07
H -1.06 -1.00 -4.50  0.07
H 0.25 -0.63 -3.60  0.06
H -2.45 -1.06 -2.77  0.10
H -1.33 -0.56 -1.71  0.09
H -2.43 -3.21 -1.60  0.07
H -1.10 -2.62 -0.60  0.06
H -0.75 -3.43 -1.96  0.07

## Properties
* net charge: 0
* E_HOMO: -9.0 eV
* lowest unoccupied orbital energy: 0.987 eV
* HOMO-LUMO gap: 10.0 eV
* strongest force on any atom: 2.2 eV/Å
* E: -390.59500 Eh
* relative energy (zero: lowest compared OMol25 entry of this formula, charge and spin): 107.3 kJ/mol
* SMILES string: Cc1ccccc1.CCC